C20H35FeNSi2 as an isolated structure. Source: OMol25; level of theory: ωB97M-V with the def2-TZVPD basis set.

Computed properties:
Highest occupied orbital energy (spin up / spin down) = -6.955 / -8.087 eV
Kohn-Sham gap (spin up / spin down) = 0.2573 / 0.2943 Eh

Structure (ORCA input):
```
! wB97M-V def2-TZVPD RIJCOSX def2/J DEFGRID3
* xyz 0 5
C -2.4555 -2.2209 -2.1426
C -4.7062 -0.1620 -1.4203
C -2.6937 -2.8034 -0.9615
H -1.4174 -2.2143 -2.4778
C -4.5353 -0.4114 -0.1165
H -4.7674 0.8876 -1.7091
H -1.8261 -3.1964 -0.4313
H -4.4964 0.4581 0.5410
C -4.0060 -2.9606 -0.2314
H -3.9210 -3.8112 0.4552
H -4.8182 -3.2082 -0.9175
C -3.4024 -1.5571 -3.1078
H -3.5451 -2.2152 -3.9793
H -2.9000 -0.6617 -3.5005
C -4.7882 -1.1397 -2.5679
H -5.3671 -2.0249 -2.2987
H -5.3318 -0.6623 -3.3918
C -4.3830 -1.7217 0.6106
H -5.3130 -1.9364 1.1602
H -3.6151 -1.5827 1.3845
Fe -0.2347 0.1378 -0.4145
H -0.1322 -1.3370 -0.4047
C 2.4114 -2.1698 -0.5002
Si 3.0537 -0.4389 -0.2148
C 4.3375 -0.5575 1.1398
C 3.9222 0.0676 -1.7884
C 1.6458 0.7574 0.2602
C 1.1278 0.5435 1.6520
C 1.6859 0.6843 2.9217
C 0.8598 0.4057 4.0233
C -0.4760 0.0045 3.8252
C -0.9741 -0.1155 2.5195
N -0.1423 0.1669 1.4877
Si 2.0059 2.6023 0.0146
C 3.6140 3.1018 0.8300
C 2.0576 3.0878 -1.7899
C 0.6286 3.5926 0.8021
H 3.2640 -2.8394 -0.7352
H 1.7215 -2.1699 -1.3689
H 1.8909 -2.5382 0.4067
H 5.1371 -1.2568 0.8198
H 4.7807 0.4345 1.3482
H 3.8659 -0.9569 2.0604
H 3.1912 0.1315 -2.6197
H 4.4230 1.0444 -1.6383
H 4.6965 -0.6871 -2.0355
H 2.7103 0.9962 3.0612
H 1.2518 0.5002 5.0275
H -1.1126 -0.2109 4.6735
H -1.9896 -0.4232 2.3402
H 4.4592 2.5631 0.3582
H 3.7666 4.1926 0.7018
H 3.5803 2.8676 1.9123
H 1.0919 2.8280 -2.2683
H 2.2185 4.1834 -1.8597
H 2.8805 2.5786 -2.3212
H -0.3367 3.3309 0.3232
H 0.5769 3.3671 1.8871
H 0.8299 4.6748 0.6656
*
```

C12H38B2N2Na as an isolated structure. Source: OMol25; level of theory: ωB97M-V with the def2-TZVPD basis set.

Computed properties:
Highest occupied orbital energy = -4.906 eV
Kohn-Sham gap = 0.2618 Eh

Structure (ORCA input):
```
! wB97M-V def2-TZVPD RIJCOSX def2/J DEFGRID3
* xyz -1 1
Na 0.2586 1.1264 0.4499
B -0.7313 3.4692 0.4425
H 0.2704 3.2051 -0.0441
H -0.6642 3.4498 1.6049
H -1.0731 4.5194 0.0693
H -1.5283 2.7106 0.1026
B 2.4281 2.0906 1.5129
H 3.2862 2.6497 2.0670
H 1.4256 2.2909 2.0473
H 2.3771 2.4691 0.4112
H 2.6403 0.9349 1.4577
C -0.7481 1.0532 -3.1734
C -0.1899 -0.3233 -2.8339
N 0.8253 -0.3194 -1.7844
C 1.3446 -1.6526 -1.5611
C 2.2897 -1.7681 -0.3600
C 1.8769 0.6908 -1.9761
C 2.8801 0.4069 -3.1032
H -1.6572 0.9659 -3.7645
H -0.0157 1.6912 -3.6692
H -0.9757 1.5956 -2.2492
H -1.0181 -0.9797 -2.5514
H 0.1989 -0.8081 -3.7444
H 1.8173 -2.1110 -2.4427
H 0.4926 -2.3005 -1.3249
H 1.8079 -1.4170 0.5502
H 3.1858 -1.1720 -0.5368
H 2.6062 -2.8078 -0.2692
H 1.4536 1.6975 -2.0276
H 2.4211 0.8400 -1.0366
H 3.6692 1.1515 -3.1433
H 3.2585 -0.6090 -2.9836
H 2.3391 0.3901 -4.0555
C -3.1155 -0.2322 -0.3159
C -2.7040 -0.1179 1.1461
N -1.3408 -0.5849 1.4426
C -1.2164 -2.0250 1.1578
C -2.0089 -2.9611 2.0786
C -1.1272 -0.2343 2.8522
C 0.2727 -0.6501 3.3469
H -3.2904 -1.2663 -0.6216
H -2.3257 0.1555 -0.9670
H -3.9859 0.3817 -0.5448
H -2.7495 0.9447 1.3980
H -3.5407 -0.5440 1.7204
H -1.5871 -2.1944 0.1444
H -0.1655 -2.3111 1.1178
H -3.0709 -2.7320 2.1338
H -1.7513 -3.9974 1.8683
H -1.6788 -2.7617 3.1038
H -1.8958 -0.6265 3.5306
H -1.1644 0.8512 2.9652
H 0.4938 -0.2413 4.3305
H 0.9827 -0.2512 2.6198
H 0.4182 -1.7315 3.4116
*
```

C6H14N2O2 as an isolated structure. Source: OMol25; level of theory: ωB97M-V with the def2-TZVPD basis set.

Computed properties:
Highest occupied orbital energy = -9.015 eV
Kohn-Sham gap = 0.3557 Eh

Structure (ORCA input):
```
! wB97M-V def2-TZVPD RIJCOSX def2/J DEFGRID3
* xyz 0 1
C 1.1199 -1.4683 0.2850
C 1.5661 1.0300 1.6531
C -2.4817 -0.2946 0.6040
C -1.3159 -1.3120 -1.2245
C 0.1430 0.5606 1.6372
C -0.0479 -0.4624 0.6007
N 1.6396 1.5108 -2.5320
N -1.2223 -0.6489 0.0403
O 2.0438 -1.6805 -0.4837
O 0.6080 -2.0266 1.2935
H 1.5766 2.0445 2.1593
H 2.0130 0.9925 0.6440
H 2.1487 0.2548 2.2024
H -2.9919 -1.1540 0.6322
H -2.3939 0.1547 1.6730
H -3.1288 0.3306 -0.1334
H -1.7739 -0.5888 -1.9427
H -0.2820 -1.6898 -1.4928
H -1.9585 -2.2424 -1.1656
H -0.2501 0.3670 2.6803
H -0.5541 1.4220 1.3968
H 1.4189 2.4544 -2.6158
H 1.4645 1.0885 -3.4151
H 2.6589 1.3579 -2.4958
*
```

A 2-piece molecular cluster, C6H10O overall. Source: OMol25; level of theory: ωB97M-V with the def2-TZVPD basis set.

Computed properties:
Highest occupied orbital energy = -8.532 eV
Kohn-Sham gap = 0.3153 Eh

Structure (ORCA input):
```
! wB97M-V def2-TZVPD RIJCOSX def2/J DEFGRID3
* xyz 0 1
C -1.0801 1.2452 -0.6389
C -0.8169 -0.1091 0.0045
C -0.2709 -1.2719 -0.6251
C 1.0893 -1.1354 -0.0069
O 1.9296 -0.0212 -0.3623
C 1.5258 0.7481 0.7857
C 0.3498 -0.1926 1.0363
H -1.5463 1.9288 0.0795
H -1.7544 1.1234 -1.4909
H -0.1521 1.7007 -0.9970
H -2.0026 -0.6173 -0.2618
H -0.7444 -2.2432 -0.5654
H -1.9231 -1.0680 -1.3510
H 1.6758 -2.0232 0.2499
H 1.3108 1.7927 0.5385
H 2.2918 0.7091 1.5710
H 0.1178 -0.5661 2.0338
*
```

| no. | largest force on an atom (eV/Å) | total energy (Ha) |
| --- | --- | --- |
| 1 | 4.21 | -2680.4282 |
| 2 | 2.37 | -801.4738 |
| 3 | 4.28 | -496.9318 |
| 4 | 0.39 | -309.5754 |